The following is a quantum chemistry calculation of a molecular structure, C25H59F12N5O18S4V at a distorted geometry, from the Open Molecules 2025 dataset.

Results
- HOMO energy (spin up / spin down) (eV) = -9.95 / -9.95
- E_LUMO (spin up / spin down) (eV) = -6.0061 / -5.1090
- Kohn-Sham gap (spin up / spin down) (eV) = 3.9 / 4.8
- F_max (hartree/bohr) = 0.139

ORCA input file:
```
! RIJCOSX wB97M-V def2-TZVPD def2/J DEFGRID3
* xyz 1 3
V 0.8501 -2.0979 -2.2379
C -0.0513 1.8518 -0.1550
F -0.5132 2.0888 -1.3757
F 1.2927 2.1799 -0.0125
F -0.7626 2.4643 0.8037
S -0.2246 -0.0620 0.4138
O 1.0490 -0.3724 1.0520
O -1.3202 -0.1065 1.3522
N -0.3727 -1.0861 -1.1126
S -2.0144 -0.8649 -1.2501
O -2.6141 0.4135 -0.9373
O -2.2145 -1.3103 -2.6197
C -2.9254 -2.0492 -0.1538
F -3.4803 -3.0190 -0.8835
F -2.1459 -2.7044 0.6801
F -3.8825 -1.4492 0.5782
C 0.6485 3.1424 -4.9893
F 1.6130 3.1661 -5.8487
F 1.1556 3.0134 -3.7671
F -0.1074 4.2619 -5.0079
S -0.4159 1.5028 -5.2862
O -1.1103 1.2265 -4.0518
O -1.4001 1.7307 -6.2904
N 0.8043 0.2740 -5.6084
S 0.9032 0.2644 -7.1648
O 0.1506 -0.8888 -7.7724
O 0.8648 1.5192 -7.8427
C 2.7104 -0.4460 -7.3399
F 3.0556 -0.4265 -8.6300
F 3.6074 0.2816 -6.6675
F 2.7191 -1.7282 -6.8040
C -2.7142 4.1083 -2.4718
C -2.9138 5.1578 -1.2699
C -2.7602 6.6370 -1.7963
O -1.5820 6.6855 -2.5618
C -0.4139 6.5107 -1.8286
N -4.2121 4.9409 -0.6068
H -2.6807 3.0270 -2.3386
H -1.7307 4.2505 -2.9196
H -3.3649 4.3238 -3.3194
H -2.0991 5.0714 -0.5510
H -2.7664 7.4563 -1.0774
H -3.5172 6.9212 -2.5272
H -0.0752 5.4792 -1.7310
H -0.4806 6.8038 -0.7809
H 0.3955 7.1388 -2.2007
H -4.3600 3.9423 -0.6412
H -4.1732 5.0626 0.3951
C 0.2716 -4.6247 1.6306
C 1.1774 -3.5604 1.1016
C 2.5991 -3.6692 1.7488
O 3.4318 -2.7886 1.0322
C 4.7709 -3.0759 1.4419
N 1.1652 -3.7071 -0.3240
H 0.6321 -5.6347 1.4353
H -0.7296 -4.4849 1.2232
H 0.0953 -4.5764 2.7052
H 0.7898 -2.6179 1.4885
H 2.7124 -4.7352 1.5517
H 2.5367 -3.4472 2.8141
H 5.0790 -4.1137 1.3146
H 5.0732 -2.9137 2.4766
H 5.4122 -2.4892 0.7841
H 2.0954 -4.0319 -0.5463
H 0.6605 -4.5700 -0.4683
C -2.1834 -2.6742 4.3855
C -1.0575 -2.7679 5.3728
C -1.5331 -3.2249 6.7813
O -0.4362 -3.2794 7.7705
C 0.5415 -2.3107 7.7458
N -0.0105 -3.6074 4.8472
H -2.3522 -3.6273 3.8844
H -1.8450 -1.9648 3.6304
H -3.0848 -2.2467 4.8247
H -0.6123 -1.7730 5.3629
H -2.0615 -4.1702 6.6578
H -2.3190 -2.5593 7.1383
H 0.9979 -2.3120 8.7356
H 0.1705 -1.2862 7.7175
H 1.3077 -2.5073 6.9958
H -0.3905 -4.5428 4.8215
H 0.6830 -3.5724 5.5806
C -2.4855 2.6625 3.1992
C -3.6292 2.7888 2.1040
C -4.9246 2.0227 2.5364
O -3.9181 4.1789 2.0515
H -1.8798 1.7660 3.0664
H -2.8480 2.4164 4.1973
H -2.0056 3.6080 3.4517
H -3.2445 2.4764 1.1331
H -5.4780 1.6442 1.6770
H -5.6074 2.5123 3.2307
H -4.5984 1.1652 3.1250
H -4.5355 4.3481 2.7669
C -1.3339 -3.8363 -3.9383
C -0.8499 -2.7396 -4.9325
O 0.2096 -1.9651 -4.3243
O -0.7560 -3.6891 -2.6128
H -0.9217 -4.7460 -4.3750
H -2.3960 -4.0665 -3.8548
H -1.6017 -2.0268 -5.2711
H -0.3967 -3.1423 -5.8384
H 0.3475 -1.2199 -4.9135
H -0.8255 -4.5436 -2.1807
C 2.8213 0.3198 -2.5333
C 3.1468 -0.1689 -1.1061
O 2.5770 -1.4284 -1.0238
O 1.5010 0.0038 -3.0018
H 3.6162 -0.0699 -3.1692
H 2.9055 1.4062 -2.5042
H 2.9084 0.5629 -0.3341
H 4.2281 -0.2893 -1.0399
H 2.9632 -1.7716 -0.2147
H 1.4637 0.2853 -3.9188
C 5.3503 0.7554 3.2650
C 3.7861 0.6967 2.9394
O 3.4698 1.7329 2.1076
O 5.6313 1.4806 4.4460
H 5.9272 1.2152 2.4625
H 5.6906 -0.2248 3.5986
H 3.1413 0.5258 3.8015
H 3.7221 -0.2367 2.3800
H 3.0982 2.3466 2.7455
H 5.7228 2.4243 4.2957
*
```

***

The following is a quantum chemistry calculation of a molecular structure, C25H60CaF3N9O10PS at a distorted geometry, from the Open Molecules 2025 dataset.

Results
- HOMO energy (eV) = -10.58
- E_LUMO (eV) = -1.6169
- Kohn-Sham gap (eV) = 9.0
- F_max (hartree/bohr) = 0.024

ORCA input file:
```
! RIJCOSX wB97M-V def2-TZVPD def2/J DEFGRID3
* xyz 1 1
Ca -0.2680 0.1848 0.5536
C -2.4239 4.2887 1.7548
F -1.7573 4.3563 2.9129
F -3.4114 5.1633 1.7722
F -1.5305 4.6458 0.8088
S -3.0185 2.5943 1.3974
O -1.7963 1.8291 1.2185
O -3.8078 2.2351 2.5337
O -3.7277 2.8034 0.1518
C -3.2044 -1.1247 1.8908
O -2.0243 -1.1075 1.5879
N -4.0028 -2.2046 1.7916
C -5.4090 -2.1414 2.1358
C -3.4510 -3.4901 1.4282
H -3.7572 -0.2302 2.2213
H -5.5955 -2.5739 3.1192
H -5.9917 -2.6500 1.3661
H -5.7430 -1.1044 2.1181
H -2.5031 -3.3841 0.9138
H -3.3978 -4.1285 2.3151
H -4.1443 -3.9966 0.7477
C 1.1525 -2.9026 1.8147
O 0.6407 -1.9077 1.3480
N 2.4093 -2.9848 2.2983
C 2.9060 -4.1982 2.8833
C 3.2414 -1.8286 2.3960
H 0.6370 -3.8759 1.7983
H 3.2410 -4.1010 3.9161
H 3.7468 -4.5922 2.2989
H 2.1517 -4.9848 2.8417
H 4.2934 -2.1201 2.3658
H 3.0889 -1.1537 1.5567
H 3.0826 -1.2700 3.3240
C -0.5437 3.0147 -1.3986
O -0.0586 1.9394 -1.0600
N 0.1035 3.9914 -2.0407
C -0.5940 5.1550 -2.5723
C 1.5446 4.0341 -2.1102
H -1.6181 3.1934 -1.2448
H -0.1007 6.0611 -2.2247
H -1.6244 5.1256 -2.2237
H -0.5875 5.1187 -3.6625
H 2.0133 3.1557 -1.6780
H 1.8473 4.0744 -3.1623
H 1.9104 4.9333 -1.6105
C 3.1190 1.5758 0.9451
O 2.0535 1.0534 0.6727
N 3.2425 2.7975 1.4856
C 2.1205 3.6843 1.6919
C 4.5540 3.3496 1.7603
H 4.0850 1.0525 0.9047
H 2.0305 3.9583 2.7426
H 1.2155 3.1180 1.4495
H 2.1588 4.5507 1.0372
H 5.3530 2.6098 1.7775
H 4.8256 4.1131 1.0228
H 4.5798 3.8461 2.7326
C 0.7322 0.4207 3.9964
O 0.1588 0.4133 2.9232
N 0.7768 1.4520 4.8439
C -0.0804 2.6137 4.5976
C 1.7171 1.4646 5.9497
H 1.3174 -0.4522 4.3440
H 0.4141 3.3104 3.9234
H -0.3702 3.0325 5.5570
H -0.9961 2.2832 4.1102
H 1.4986 0.7142 6.7142
H 2.7226 1.2345 5.5845
H 1.7430 2.4401 6.4218
C -3.1572 0.2832 -1.4580
O -2.0875 -0.0750 -1.0099
N -4.1197 -0.5565 -1.9026
C -5.3914 -0.0597 -2.4034
C -3.9110 -1.9771 -1.9293
H -3.4848 1.3306 -1.4571
H -5.5067 -0.2580 -3.4683
H -5.5131 0.9980 -2.1833
H -6.1799 -0.5726 -1.8437
H -4.0788 -2.3551 -2.9415
H -2.9098 -2.2030 -1.5724
H -4.6167 -2.4861 -1.2624
O 0.5517 -1.0166 -1.3727
P 1.0350 -1.7643 -2.5461
N -0.1013 -2.5604 -3.4107
C -0.6675 -3.8171 -2.9535
C -0.9281 -1.8167 -4.3579
N 2.0839 -2.9664 -2.0919
C 2.5814 -3.9577 -3.0265
C 3.0485 -2.5666 -1.0780
N 1.7623 -0.7563 -3.6247
C 2.2791 0.5272 -3.1458
C 2.1732 -1.1598 -4.9521
H -1.6611 -3.6862 -2.5210
H 0.0052 -4.2864 -2.2377
H -0.7204 -4.5347 -3.7815
H -1.5761 -2.5310 -4.8668
H -0.3172 -1.2990 -5.0895
H -1.5891 -1.0845 -3.8779
H 3.3085 -3.5325 -3.7272
H 3.0629 -4.7666 -2.4759
H 1.7516 -4.3700 -3.5927
H 2.6648 -1.6846 -0.5714
H 3.2557 -3.3988 -0.4007
H 4.0158 -2.3117 -1.5426
H 2.9828 0.3874 -2.3220
H 2.7521 1.0547 -3.9719
H 1.4561 1.1503 -2.7985
H 1.5543 -0.6855 -5.7257
H 2.0923 -2.2301 -5.1310
H 3.2102 -0.8831 -5.1551
*
```

***

The following is a quantum chemistry calculation of a molecular structure, C25H60N4O11Sr3 at a distorted geometry, from the Open Molecules 2025 dataset.

Results
- HOMO energy (eV) = -15.36
- ΔE to the lowest compared entry with this formula, charge and spin (kJ/mol) = 0.0
- E_LUMO (eV) = -9.7142
- Kohn-Sham gap (eV) = 5.6
- F_max (hartree/bohr) = 0.162

ORCA input file:
```
! RIJCOSX wB97M-V def2-TZVPD def2/J DEFGRID3
* xyz 4 1
Sr -3.2715 3.1715 2.2706
Sr 2.6898 0.0850 -0.7457
Sr -3.4843 -2.1689 -1.8115
C -1.1704 0.2139 0.4878
O -0.6456 -0.3363 -0.4458
O -2.4255 0.2483 0.4742
O -0.5219 0.9104 1.2749
C 6.6281 -0.3045 -1.7361
O 5.3677 -0.8791 -1.8466
C 5.3464 -2.1273 -2.6181
C 4.0296 -2.7963 -2.9707
N 2.9625 -2.7318 -1.9900
C 3.2372 -3.6060 -0.8770
C 2.4708 -3.3252 0.3969
O 3.0178 -2.2130 1.1092
C 3.0390 -2.1908 2.5982
H 6.7415 0.4015 -0.9134
H 6.9643 0.2407 -2.6180
H 7.3109 -1.1527 -1.6864
H 5.9802 -2.9096 -2.2004
H 5.8795 -2.0402 -3.5649
H 4.1866 -3.8400 -3.2429
H 3.6970 -2.3149 -3.8903
H 2.1433 -3.1708 -2.3853
H 4.2647 -3.9311 -0.7134
H 2.7068 -4.4600 -1.2981
H 2.6407 -4.2600 0.9310
H 1.3920 -3.1780 0.3446
H 3.3876 -1.2405 3.0027
H 3.7665 -2.9315 2.9302
H 2.0947 -2.4313 3.0866
C -4.5637 0.6426 4.4109
O -3.4370 1.4784 4.3638
C -2.7765 1.6689 5.6151
C -1.3330 2.3280 5.5144
N -1.7623 3.6301 4.9818
C -0.6491 4.4914 4.8317
C -0.9785 5.7868 4.0174
O -1.3855 5.3213 2.7242
C -1.5151 6.5131 1.9329
H -4.9994 0.3588 3.4530
H -5.4329 0.8342 5.0401
H -4.2325 -0.3143 4.8143
H -2.4862 0.6654 5.9263
H -3.4646 1.9029 6.4274
H -0.7995 1.8041 4.7212
H -0.8197 2.6081 6.4342
H -2.1001 3.9162 5.8897
H 0.2806 4.0155 4.5197
H -0.2902 4.7750 5.8210
H -0.0972 6.4151 3.8880
H -1.8075 6.3344 4.4658
H -1.9392 6.2007 0.9786
H -0.5712 7.0008 1.6896
H -2.2249 7.2439 2.3206
C -3.8811 -2.2859 -5.5283
O -4.7181 -2.5227 -4.4092
C -5.7904 -3.3710 -4.7867
C -6.5787 -3.8070 -3.5788
N -5.6951 -4.4472 -2.5592
C -6.3516 -5.0967 -1.3835
C -5.2027 -5.4569 -0.3701
O -4.6323 -4.2286 0.1118
C -3.7451 -4.2950 1.2440
H -2.9701 -1.9329 -5.0451
H -4.2432 -1.4702 -6.1542
H -3.6098 -3.1029 -6.1968
H -5.4461 -4.2128 -5.3874
H -6.4819 -2.7706 -5.3778
H -7.3725 -4.5286 -3.7719
H -6.9416 -2.8621 -3.1744
H -5.1528 -5.1581 -3.0290
H -6.7862 -6.0686 -1.6173
H -6.9005 -4.3124 -0.8623
H -4.5590 -6.0927 -0.9781
H -5.5520 -6.0472 0.4770
H -3.0032 -5.0655 1.0345
H -4.3799 -4.4385 2.1184
H -3.2357 -3.3313 1.2485
C 1.9316 1.0825 -4.2916
O 2.2751 1.7668 -3.1172
C 2.3026 3.1051 -3.3163
C 2.6405 3.7617 -1.9912
N 3.8596 3.2302 -1.4621
C 4.3472 3.9601 -0.2876
C 3.7944 3.3927 0.9812
O 4.1483 1.9443 1.0574
C 5.1292 1.7108 2.0338
H 1.2229 1.6530 -4.8920
H 1.6451 0.0608 -4.0423
H 2.8067 0.8515 -4.8990
H 1.2996 3.3975 -3.6271
H 2.9219 3.4325 -4.1514
H 1.9231 3.5595 -1.1959
H 2.6694 4.8414 -2.1375
H 4.6242 3.5457 -2.0418
H 4.0865 4.9905 -0.5292
H 5.4296 3.9931 -0.1636
H 2.7110 3.4435 1.0893
H 4.2226 4.0228 1.7608
H 6.1160 2.1137 1.8060
H 5.2218 0.6419 2.2261
H 4.8595 2.0512 3.0335
*
```

***

The following is a quantum chemistry calculation of a molecular structure, C25H60N4O11Sr3 at a distorted geometry, from the Open Molecules 2025 dataset.

Results
- HOMO energy (eV) = -18.32
- ΔE to the lowest compared entry with this formula, charge and spin (kJ/mol) = 2788.2
- E_LUMO (eV) = -10.1455
- Kohn-Sham gap (eV) = 8.2
- F_max (hartree/bohr) = 0.292

ORCA input file:
```
! RIJCOSX wB97M-V def2-TZVPD def2/J DEFGRID3
* xyz 4 1
Sr -29.0057 37.3198 32.3835
Sr -31.4000 39.2403 29.6966
Sr -28.0007 37.9434 28.5048
C -29.5387 37.7744 30.2024
O -29.7830 38.1916 29.0506
O -28.5334 37.2197 30.5152
O -30.2437 38.2685 31.1580
C -29.1013 31.9416 29.1484
O -28.9429 33.3132 29.1161
C -29.9963 34.0257 28.3954
C -29.8187 35.6109 28.6224
N -28.4140 36.0351 28.3828
C -28.1078 35.9010 26.9271
C -26.7088 36.4629 26.5196
O -26.4866 37.8363 26.7669
C -25.6939 38.5214 25.7928
H -28.2368 31.4309 29.5725
H -29.2776 31.4902 28.1720
H -29.9571 31.5940 29.7270
H -30.9705 33.7461 28.7964
H -30.0093 33.7757 27.3345
H -30.1743 35.9520 29.5947
H -30.4376 36.2393 27.9820
H -27.8303 35.3797 28.8826
H -28.8178 36.4896 26.3462
H -28.2858 34.9213 26.4837
H -26.6148 36.3114 25.4443
H -25.8766 35.8574 26.8786
H -24.6427 38.2341 25.8143
H -25.8510 39.5940 25.9068
H -26.1296 38.4868 24.7943
C -33.7496 37.5114 35.1506
O -33.0031 38.0196 34.0821
C -32.7978 37.2425 32.8781
C -31.7536 36.1287 32.9542
N -30.4339 36.5894 33.5368
C -29.4998 35.5868 33.9653
C -29.0475 34.5574 32.8893
O -28.4974 35.2303 31.7989
C -28.3825 34.4144 30.6988
H -34.3528 38.3060 35.5899
H -32.9830 37.1909 35.8561
H -34.3145 36.6218 34.8722
H -32.3358 38.0086 32.2553
H -33.6889 36.9766 32.3095
H -31.6220 35.7576 31.9378
H -32.0184 35.3970 33.7175
H -30.7353 37.0859 34.3631
H -29.9563 35.0645 34.8061
H -28.5918 36.0579 34.3418
H -29.9448 33.9745 32.6813
H -28.3939 33.7862 33.2969
H -27.7454 33.5302 30.7172
H -27.8129 34.9683 29.9525
H -29.2445 34.3617 30.0337
C -26.0148 33.3686 28.3958
O -26.4979 34.6302 28.8293
C -25.5110 35.2187 29.6549
C -26.0639 36.5351 30.2858
N -26.1205 37.5955 29.1873
C -25.8263 39.0027 29.5922
C -25.9731 40.1093 28.4505
O -27.2950 40.1047 27.9016
C -27.5750 41.3252 27.2317
H -25.9285 32.6237 29.1868
H -25.0434 33.4292 27.9052
H -26.6855 33.0568 27.5952
H -24.6990 35.4434 28.9634
H -25.0432 34.5547 30.3818
H -25.4118 36.6890 31.1455
H -27.0782 36.4551 30.6767
H -25.3520 37.4388 28.5510
H -24.7993 38.9392 29.9518
H -26.3993 39.3945 30.4326
H -25.1594 40.0339 27.7291
H -25.8080 41.0504 28.9750
H -28.6204 41.4482 26.9486
H -26.9514 41.2645 26.3398
H -27.1756 42.1887 27.7637
C -34.6987 38.1242 31.1285
O -33.3771 38.6609 31.2011
C -33.2602 39.3460 32.3937
C -31.8447 39.9539 32.4766
N -31.5453 40.6385 31.2754
C -30.3041 41.3943 31.2421
C -30.0305 42.1535 29.9794
O -30.1427 41.2034 28.9511
C -29.7048 41.8032 27.6660
H -35.3997 38.9588 31.1431
H -34.8426 37.4294 31.9559
H -34.6539 37.4814 30.2493
H -33.2929 38.7114 33.2793
H -33.9681 40.1698 32.4850
H -31.1062 39.2517 32.8632
H -31.9393 40.6160 33.3372
H -32.2216 41.3876 31.3144
H -29.4238 40.7818 31.4366
H -30.3297 42.0788 32.0900
H -29.0241 42.5612 30.0751
H -30.7104 42.9914 29.8259
H -28.7107 42.2305 27.7973
H -30.4639 42.4156 27.1793
H -29.5136 41.0034 26.9507
*
```